# C12H28ClN4O4

A 5-piece molecular cluster, C12H28ClN4O4 overall (ωB97M-V/def2-TZVPD, the OMol25 dataset).

Each line ends with the Löwdin charge.
Positions of all 49 atoms, in Å:
Cl: 2.0875 0.1919 0.1443  -0.985
C: 3.1887 1.1661 5.4087  0.005
C: 1.9516 2.1135 5.7237  -0.509
O: 1.5399 2.1902 6.9083  -0.022
N: 1.3187 2.7162 4.7279  -0.016
C: 0.2837 3.6839 4.8339  -0.081
H: 3.8089 1.8220 4.7978  0.067
H: 2.9778 0.2222 4.9061  0.076
H: 3.7791 0.9826 6.3064  0.067
H: 1.5124 2.2695 3.8430  0.145
H: -0.3439 3.8735 3.9631  0.090
H: 0.7858 4.5460 5.2731  0.091
H: -0.4645 3.3125 5.5342  0.079
C: 1.1621 -2.2603 -5.3238  -0.001
C: 2.5678 -2.2476 -5.9182  -0.544
O: 2.8672 -2.8960 -6.9332  -0.012
N: 3.5155 -1.4928 -5.3327  0.012
C: 4.9369 -1.5423 -5.7632  -0.052
H: 0.4183 -2.1029 -6.1048  0.077
H: 0.9825 -1.3870 -4.6966  0.071
H: 0.9344 -3.1791 -4.7835  0.084
H: 3.2339 -1.0214 -4.4850  0.136
H: 5.1167 -2.3648 -6.4554  0.079
H: 5.6060 -1.6085 -4.9053  0.074
H: 5.2160 -0.5606 -6.1460  0.073
C: -1.2464 3.4904 -3.8918  -0.010
C: -2.5342 3.1032 -3.2688  -0.578
O: -3.6242 3.3869 -3.7618  0.020
N: -2.4449 2.3853 -2.1287  -0.001
C: -3.5749 1.9446 -1.3553  -0.085
H: -0.5607 2.6497 -3.9979  0.088
H: -0.7984 4.2582 -3.2610  0.086
H: -1.5242 4.0269 -4.7990  0.084
H: -1.5187 2.1400 -1.8092  0.140
H: -3.9884 2.7029 -0.6903  0.084
H: -3.2441 1.1857 -0.6462  0.080
H: -4.2494 1.3533 -1.9746  0.087
C: -2.1288 -4.0770 1.3681  -0.006
C: -2.9087 -3.6848 2.6363  -0.518
O: -3.9642 -4.2259 3.0454  -0.002
N: -2.2034 -2.8367 3.4050  -0.017
C: -2.7315 -2.2679 4.5829  -0.093
H: -1.6236 -5.0236 1.5599  0.079
H: -1.3128 -3.4503 1.0081  0.078
H: -2.8639 -4.2563 0.5835  0.078
H: -1.2906 -2.6357 3.0223  0.139
H: -3.7616 -1.9197 4.5065  0.089
H: -2.0515 -1.5700 5.0714  0.090
H: -2.8336 -3.1061 5.2721  0.082

Forces on atoms 1 to 6 (eV/Å):
Cl -0.14 0.05 0.03
C -0.60 1.95 -0.12
C -0.39 -2.30 3.88
O 0.96 0.50 -1.76
N 1.01 -1.26 -2.69
C -0.79 0.01 1.56

Computed properties:
Charge: -1
Gap between HOMO and LUMO: 7.0 eV
Energy relative to the best compared isomer or geometry (same formula, charge and spin): 80.19 kcal/mol

# C12H28CuN6O2S

C12H28CuN6O2S as an isolated structure (ωB97M-V/def2-TZVPD, the OMol25 dataset).

Each line ends with the Löwdin charge.
Positions of all 50 atoms, in Å:
Cu: 0.7496 0.1019 -1.5215  0.507
C: 3.4284 -0.7722 -1.6739  -0.161
C: 2.7686 -2.1337 -1.4362  -0.158
N: 1.3523 -1.9475 -1.0820  -0.102
C: 0.3793 -2.8234 -1.7541  -0.230
C: 0.2007 -2.5212 -3.2432  -0.374
S: -0.2035 -0.7742 -3.6105  0.990
C: 1.2095 -0.2381 -4.6354  -0.400
C: 2.5546 -0.4074 -3.9480  -0.220
N: 2.5593 0.0597 -2.5382  -0.120
H: 4.4196 -0.9117 -2.1130  0.137
H: 3.5548 -0.2537 -0.7216  0.126
H: 3.3174 -2.6617 -0.6562  0.137
H: 2.8313 -2.7459 -2.3348  0.117
H: 1.2209 -2.0373 -0.0814  0.132
H: -0.5746 -2.6728 -1.2517  0.118
H: 0.6595 -3.8771 -1.6608  0.137
H: -0.6406 -3.1038 -3.6127  0.092
H: 1.0767 -2.7889 -3.8324  0.082
H: 0.9923 0.8063 -4.8616  0.088
H: 1.1838 -0.7938 -5.5716  0.097
H: 3.3198 0.1191 -4.5212  0.141
H: 2.8260 -1.4601 -3.9570  0.107
H: 2.8961 1.0180 -2.5191  0.135
N: 0.5853 1.8595 -0.3240  0.054
C: -0.8195 1.9915 0.1475  -0.245
C: -0.9173 2.5018 1.5973  -0.132
C: -0.3953 1.6332 2.7589  -0.150
C: -1.1636 0.3489 3.1136  -0.148
N: -2.5883 0.5647 3.3164  0.101
C: -3.2321 0.7305 4.4568  -0.418
N: -4.5608 0.8636 4.4361  0.216
N: -2.5963 0.7776 5.6299  0.223
C: -1.5901 0.6876 -0.1232  -0.593
O: -2.7620 0.6084 0.2249  0.063
O: -0.9555 -0.2359 -0.7487  -0.116
H: 1.2059 1.7782 0.4761  0.097
H: 0.8633 2.6988 -0.8200  0.115
H: -1.3152 2.7344 -0.4798  0.164
H: -1.9583 2.7657 1.7845  0.121
H: -0.3527 3.4360 1.6333  0.125
H: -0.4138 2.2720 3.6445  0.118
H: 0.6544 1.3655 2.6002  0.112
H: -0.7244 -0.0869 4.0116  0.120
H: -1.0677 -0.3971 2.3259  0.124
H: -3.1101 0.5830 2.4348  0.144
H: -5.0729 0.8067 3.5725  0.137
H: -5.0890 0.9774 5.2835  0.134
H: -1.5990 0.6884 5.6938  0.117
H: -3.1070 0.8659 6.4915  0.137

Forces on atoms 1 to 6 (eV/Å):
Cu -0.35 -0.38 -0.24
C 0.04 -0.26 0.05
C 0.04 0.18 -0.07
N -0.07 0.26 0.14
C -0.07 -0.03 -0.15
C 0.00 0.19 0.03

Computed properties:
Charge: +2
Gap between HOMO and LUMO (alpha / beta): 9.5 / 8.3 eV
Multiplicity: 2

charge of number 2 (C12H28CuN6O2S)?
+2

The highest charge belongs to which entry?
C12H28CuN6O2S

What is the charge in the second record?
+2